# 1
{"formula": "C5H6O", "method": "wB97M-V/def2-TZVPD", "symbols": ["O", "C", "C", "C", "C", "C", "H", "H", "H", "H", "H", "H"], "positions_angstrom": [[-1.89144, 1.81725, -1.46074], [-1.47116, 0.78328, -1.00074], [0.24692, -0.51882, 0.20956], [1.44224, -0.69326, 1.00161], [-0.27184, 0.65834, -0.14790], [1.88865, -1.88204, 1.35277], [1.37927, -2.82293, 1.05605], [0.21731, 1.56714, 0.16718], [-0.22490, -1.43591, -0.09174], [2.82586, -2.00433, 1.93801], [-2.04929, -0.15941, -1.12475], [1.97444, 0.23237, 1.24932]], "nbo_charge": [-0.5135, 0.3976, -0.1393, -0.2426, -0.3005, -0.3342, 0.1977, 0.2136, 0.1990, 0.2086, 0.1027, 0.2108], "smiles": "C=C/C=C/C=O", "multiplicity": 1, "total_charge": 0, "lumo_ev": -0.19, "homo_energy_ev": -9.549, "max_force_ha_per_bohr": 0.035, "de_lowest_ev": 1.075}

=====

# 2
{"formula": "C5H6O", "method": "wB97M-V/def2-TZVPD", "symbols": ["O", "C", "C", "C", "C", "C", "H", "H", "H", "H", "H", "H"], "positions_angstrom": [[-0.61939, -0.22153, 1.83307], [1.52624, -0.55166, 0.83761], [-1.05784, 0.24518, -0.99477], [0.01646, -0.55966, 0.86269], [-0.66744, -0.87526, -0.45544], [-1.27848, 1.51471, -1.19993], [-0.75333, -1.87759, -0.86791], [1.89355, 0.16982, 1.57090], [-0.54573, 2.13554, -1.70692], [-2.17613, 1.97795, -0.80399], [1.89022, -1.54811, 1.10799], [1.90314, -0.30766, -0.15954]], "nbo_charge": [-0.5171, -0.7214, 0.1216, 0.5899, -0.4083, -0.4759, 0.2475, 0.2406, 0.2248, 0.2316, 0.2402, 0.2265], "smiles": "C=C=CC(C)=O", "multiplicity": 1, "total_charge": 0, "lumo_ev": 0.93, "homo_energy_ev": -9.511, "max_force_ha_per_bohr": 0.010, "de_lowest_ev": 1.818}

=====

# 3
{"formula": "C5H6O", "method": "wB97M-V/def2-TZVPD", "symbols": ["O", "C", "C", "C", "C", "C", "H", "H", "H", "H", "H", "H"], "positions_angstrom": [[-2.86752, 0.03431, 0.09244], [0.48776, 1.41472, 0.05138], [0.64547, -1.43399, 0.01384], [-0.94719, 1.36666, -0.26261], [-1.66923, -0.07327, -0.07514], [-0.77449, -1.13341, -0.04637], [0.79589, 2.40158, -0.39019], [0.57374, -2.52273, 0.24172], [0.66659, 1.21787, 1.12886], [1.22169, 0.69729, -0.47088], [0.91776, -1.25900, -1.07911], [0.94952, -0.71003, 0.79606]], "nbo_charge": [-0.5556, -0.8594, -0.7631, 0.2828, 0.1553, 0.1927, 0.2520, 0.2779, 0.2629, 0.2409, 0.2584, 0.2553], "multiplicity": 1, "total_charge": 0, "lumo_ev": [-1.30, -1.27], "homo_energy_ev": [-8.356, -8.361], "max_force_ha_per_bohr": 0.065, "de_lowest_ev": 8.567}